# 1
Here is a structure of composition C27H24Cl2I2MgN4O2S2 from OMol25. Energies are from ωB97M-V with the def2-TZVPD basis set.

Its net charge is 0. The HOMO-LUMO gap is 6.70 eV. For the total energy, the calculation gives -106810.269 eV. The energy above the lowest of the compared OMol25 structures with the same formula, charge and spin is 33.5 kJ/mol. The spin multiplicity is 1.

```
64
Properties=species:S:1:pos:R:3:forces:R:3:mulliken_charge:R:1
Mg -0.560 -1.134 0.145 -0.12 -0.03 -0.09 0.78
C -3.813 -0.690 -1.123 -0.07 -0.01 -0.04 -1.10
O -2.639 -0.096 -0.554 0.16 -0.05 0.02 -0.26
C -2.362 1.198 -0.967 -0.10 -0.02 0.01 0.13
C -3.338 2.180 -1.002 0.03 0.01 -0.02 -0.61
C -2.996 3.461 -1.406 0.00 -0.04 0.01 -0.75
C -1.686 3.751 -1.765 -0.03 0.03 0.00 -0.93
C -0.718 2.765 -1.729 0.06 -0.03 -0.01 -0.21
C -1.049 1.472 -1.336 -0.08 0.06 0.02 0.65
N -0.134 0.392 -1.256 0.15 -0.03 -0.01 0.25
N 0.960 0.609 -1.852 -0.07 -0.02 0.05 -0.37
C 1.929 -0.340 -1.918 0.12 -0.02 -0.05 -0.20
C 1.798 -1.695 -1.510 -0.04 0.01 0.02 1.55
O 0.793 -2.169 -0.852 -0.11 0.06 0.04 -0.03
C 2.852 -2.598 -1.879 0.00 0.01 -0.01 -0.88
C 3.982 -2.173 -2.483 -0.01 -0.01 0.01 -1.11
C 4.191 -0.798 -2.810 0.01 -0.01 0.00 0.63
C 5.395 -0.361 -3.393 0.00 0.00 0.00 -0.90
C 5.583 0.961 -3.701 0.01 -0.01 0.00 -0.54
C 4.558 1.880 -3.430 0.00 -0.01 0.00 -0.86
C 3.376 1.472 -2.864 0.01 0.01 -0.01 -0.13
C 3.160 0.117 -2.542 -0.05 0.04 0.02 0.66
H -3.820 -0.542 -2.203 0.02 0.01 0.00 0.37
H -4.715 -0.259 -0.687 0.01 0.00 0.01 0.34
H -3.766 -1.748 -0.883 0.00 0.01 0.01 0.23
H -4.353 1.948 -0.709 -0.01 0.01 0.00 0.33
H -3.752 4.235 -1.427 0.00 0.01 0.00 0.40
H -1.418 4.755 -2.066 0.01 0.00 0.00 0.43
H 0.308 2.974 -1.995 0.00 0.01 0.00 0.35
H 2.714 -3.642 -1.632 0.01 0.00 -0.01 0.14
H 4.764 -2.885 -2.723 0.00 0.00 0.00 0.38
H 6.172 -1.090 -3.589 0.00 0.00 0.00 0.40
H 6.511 1.294 -4.146 0.00 0.01 0.00 0.39
H 4.702 2.927 -3.667 0.00 0.00 0.00 0.42
H 2.600 2.192 -2.649 0.00 0.00 0.00 0.36
Cl 2.566 -0.614 1.520 0.06 -0.06 0.01 -0.12
C 2.040 1.028 1.326 0.01 0.08 -0.02 0.57
C 2.964 1.940 0.842 0.05 -0.04 -0.01 -0.62
C 2.602 3.267 0.687 -0.09 0.00 0.03 -0.52
C 1.319 3.667 1.024 0.06 0.01 -0.02 -0.85
C 0.406 2.735 1.489 0.01 -0.02 0.00 0.76
Cl -1.189 3.310 1.869 -0.01 0.01 0.01 -0.18
C 0.719 1.377 1.644 -0.06 0.00 0.01 -0.51
S -0.470 0.201 2.182 0.03 -0.03 0.02 -0.44
H 3.959 1.599 0.589 0.00 0.00 0.00 0.47
H 3.319 3.984 0.312 0.00 0.01 0.00 0.41
H 1.010 4.698 0.922 0.00 0.00 0.00 0.46
I 1.199 -4.767 0.515 -0.01 0.12 0.00 0.18
I 1.384 -7.017 1.922 0.00 -0.07 0.04 -0.19
C -2.639 -4.165 3.830 0.02 -0.02 0.01 -0.91
N -2.946 -2.798 3.482 -0.03 0.02 0.00 0.06
C -3.688 -1.918 4.381 -0.01 -0.01 0.00 -0.72
C -3.599 -0.576 3.652 -0.02 0.00 0.01 -0.50
N -3.369 -1.015 2.275 0.05 -0.04 0.00 0.20
C -2.824 -2.250 2.273 0.05 0.04 -0.05 0.51
S -2.101 -3.018 0.938 0.00 0.00 0.01 -0.67
H -2.189 -4.187 4.822 0.00 0.00 0.00 0.30
H -1.935 -4.566 3.106 0.00 0.00 0.00 0.27
H -3.541 -4.782 3.832 0.00 0.00 0.01 0.32
H -3.225 -1.900 5.366 0.00 0.00 0.00 0.41
H -4.720 -2.270 4.482 0.00 0.01 0.00 0.32
H -2.750 0.018 3.999 0.01 0.01 -0.02 0.26
H -4.512 0.008 3.733 0.00 0.00 0.01 0.37
H -3.020 -0.354 1.591 -0.01 0.00 0.01 0.04
```
Forces are in eV/Å.


# 2
Here is a structure of composition C27H24ClFIrN2O7S2 from OMol25. Energies are from ωB97M-V with the def2-TZVPD basis set.

Its net charge is 0. The HOMO-LUMO gap (alpha / beta) is 5.83 / 7.43 eV. For the total energy, the calculation gives -85449.294 eV. The energy above the lowest of the compared OMol25 structures with the same formula, charge and spin is 76.5 kJ/mol. The spin multiplicity is 2.

```
65
Properties=species:S:1:pos:R:3:forces:R:3:mulliken_charge:R:1
Ir 0.583 -1.740 0.063 -0.59 0.79 -0.01 2.25
O 0.582 -3.631 -0.636 -0.05 -0.13 0.33 -0.61
N 1.745 -4.296 -0.508 0.04 0.07 -0.04 0.37
C 1.692 -5.623 -0.752 0.03 -0.03 -0.01 -0.31
C 2.824 -6.383 -0.698 -0.02 0.02 0.00 -0.73
C 4.036 -5.761 -0.376 0.01 -0.01 0.01 -0.15
C 4.061 -4.414 -0.128 0.01 0.01 0.00 -0.76
C 2.887 -3.651 -0.202 -0.05 -0.04 0.06 0.76
S 2.838 -1.950 0.064 0.17 0.00 0.00 -0.56
H 0.702 -5.987 -0.981 0.00 0.00 0.00 0.46
H 2.763 -7.443 -0.892 -0.01 0.00 0.00 0.41
H 4.946 -6.341 -0.311 0.00 0.00 -0.01 0.39
H 4.976 -3.902 0.137 0.00 0.00 0.00 0.40
C -2.096 2.235 5.793 -0.01 0.01 -0.01 -1.35
C -0.756 2.723 5.256 -0.02 -0.01 -0.01 -0.26
C -0.664 4.237 5.128 0.00 -0.01 -0.01 -1.07
C -1.598 4.741 4.038 -0.01 -0.01 0.01 -1.09
C -1.286 4.050 2.740 0.00 -0.01 0.01 1.10
C -1.517 4.655 1.528 -0.02 -0.01 -0.01 -0.84
C -1.237 3.986 0.338 0.01 -0.01 0.01 0.00
F -1.502 4.622 -0.814 0.00 0.00 0.00 -0.36
C -0.712 2.728 0.315 0.01 0.04 -0.01 -1.13
C -0.447 2.100 1.541 0.05 0.01 0.01 0.39
C 0.108 0.759 1.552 0.06 -0.04 0.13 1.54
O 0.449 0.253 0.443 -0.08 0.04 -0.25 -1.29
C 0.268 0.123 2.800 0.00 -0.01 -0.08 -0.36
C -0.016 0.843 3.932 -0.01 0.03 0.01 -0.38
N -0.481 2.092 3.943 0.08 -0.02 0.03 0.14
C -0.738 2.751 2.747 -0.05 0.01 -0.04 -0.38
C 0.777 -1.282 3.024 -0.11 0.05 0.03 0.68
O 1.049 -1.613 4.165 -0.01 -0.02 0.00 -0.72
O 0.843 -2.105 2.028 0.38 -0.45 -0.10 -0.81
H -2.336 2.748 6.724 0.01 -0.01 0.01 0.39
H -2.066 1.164 5.991 0.00 0.00 -0.02 0.41
H -2.899 2.419 5.078 0.00 0.01 0.00 0.37
H 0.044 2.380 5.913 -0.02 0.00 0.03 0.49
H 0.365 4.515 4.890 0.00 0.01 -0.01 0.37
H -0.910 4.682 6.092 0.01 -0.01 0.01 0.43
H -1.509 5.820 3.916 0.02 0.00 0.00 0.47
H -2.637 4.544 4.319 -0.01 0.03 0.00 0.34
H -1.928 5.655 1.482 0.00 0.00 0.00 0.52
H -0.526 2.212 -0.615 0.01 0.00 0.01 0.56
H 0.162 0.373 4.892 0.01 0.00 0.00 0.61
C -2.611 -1.104 -3.050 -0.01 -0.02 0.06 -1.17
S -1.560 -0.201 -1.894 0.07 0.24 0.11 1.05
O 1.527 0.637 -2.638 0.09 -0.01 -0.04 -0.56
O -2.489 0.378 -0.902 -0.08 0.07 0.02 -0.66
O -0.876 -1.485 -1.243 0.04 -0.63 -0.28 -0.76
H -2.765 -0.476 -3.927 -0.03 0.03 0.01 0.32
H -3.554 -1.291 -2.538 0.02 -0.04 0.01 0.39
H -2.119 -2.031 -3.336 0.03 0.03 -0.03 0.24
Cl -1.422 -0.632 -8.558 0.00 0.00 0.00 -0.24
C -0.608 -0.588 -7.021 0.00 0.00 0.00 0.39
C -0.187 -1.780 -6.435 0.00 0.01 0.01 -0.66
C 0.456 -1.747 -5.220 0.01 0.00 -0.01 -0.47
C 0.696 -0.521 -4.551 -0.06 0.07 0.01 0.80
C 1.312 -0.521 -3.299 0.16 -0.06 0.01 -0.60
C 0.254 0.672 -5.174 -0.02 0.00 0.02 -0.42
C -0.389 0.632 -6.393 0.00 0.00 -0.01 -0.68
H -0.372 -2.719 -6.939 0.00 0.00 0.00 0.40
H 0.774 -2.672 -4.754 0.01 0.00 0.00 0.39
H 1.780 0.439 -1.727 -0.04 0.01 0.01 0.37
H 1.626 -1.440 -2.821 -0.01 -0.01 0.02 0.35
H 0.415 1.617 -4.675 0.01 0.00 0.00 0.43
H -0.728 1.544 -6.866 0.00 0.00 0.00 0.40
```
Forces are in eV/Å.


# 3
Here is a structure of composition C27H24ClN3O4W at a distorted geometry from OMol25. Energies are from ωB97M-V with the def2-TZVPD basis set.

Its net charge is +2. The HOMO-LUMO gap is 6.87 eV. For the total energy, the calculation gives -55377.920 eV. The energy above the lowest of the compared OMol25 structures with the same formula, charge and spin is 0.0 kJ/mol. The spin multiplicity is 1.

```
60
Properties=species:S:1:pos:R:3:forces:R:3:mulliken_charge:R:1
W -0.691 0.272 0.049 -0.04 1.33 -0.59 -1.49
C -2.938 -3.524 -0.362 0.01 0.04 0.00 -1.31
C -2.612 -2.172 -0.238 0.03 -0.07 -0.02 0.17
N -1.356 -1.748 -0.191 -0.12 0.05 -0.10 1.04
C -0.334 -2.656 -0.208 -0.11 -0.07 0.09 0.24
C -0.585 -4.036 -0.281 0.08 0.06 -0.05 0.79
C -1.927 -4.451 -0.389 -0.04 -0.02 -0.01 -0.66
C 0.510 -4.928 -0.173 -0.05 -0.02 -0.01 -0.91
C 1.754 -4.429 0.065 0.04 -0.01 0.00 -1.10
C 1.991 -3.039 0.170 0.02 0.07 -0.10 -0.84
C 0.971 -2.140 -0.018 -0.03 -0.09 0.15 0.33
N 0.995 -0.730 0.108 0.10 0.01 -0.01 1.30
C 2.155 -0.004 0.485 -0.04 -0.22 0.04 0.22
C 3.463 -0.288 0.192 -0.02 0.16 0.05 -0.69
C 4.494 0.527 0.722 0.04 -0.05 -0.04 -1.23
C 4.226 1.588 1.536 0.02 0.04 0.03 -0.85
C 2.880 1.940 1.807 -0.08 -0.04 -0.04 0.84
C 2.475 3.024 2.615 0.05 0.00 0.00 -0.71
C 1.140 3.291 2.780 -0.06 0.00 -0.01 -1.37
C 0.195 2.512 2.102 0.06 0.04 0.01 0.15
N 0.544 1.493 1.332 0.07 0.06 0.15 0.47
C 1.866 1.164 1.230 0.07 -0.11 0.00 0.58
H -3.977 -3.812 -0.409 0.00 -0.02 0.00 0.48
H -3.385 -1.418 -0.163 0.00 0.00 0.00 0.62
H -2.152 -5.508 -0.461 0.00 0.00 0.00 0.51
H 0.336 -5.994 -0.239 0.01 0.00 0.00 0.48
H 2.591 -5.101 0.196 -0.01 0.00 0.00 0.46
H 2.987 -2.715 0.420 -0.01 -0.01 0.00 0.78
H 3.730 -1.112 -0.451 0.00 0.00 0.00 0.79
H 5.519 0.276 0.486 0.00 0.01 0.00 0.45
H 5.027 2.174 1.967 0.00 0.00 0.00 0.49
H 3.224 3.637 3.101 0.00 0.00 0.00 0.55
H 0.796 4.102 3.405 0.02 0.00 0.00 0.45
H -0.862 2.732 2.183 -0.01 -0.02 -0.01 0.62
C -3.678 2.419 -0.897 -0.01 0.00 0.03 -1.79
C -2.328 1.869 -1.201 0.09 0.04 0.03 0.79
C -2.161 0.620 -1.802 0.10 -0.13 -0.15 -0.39
C -0.871 0.177 -2.265 0.00 -0.33 -0.05 0.91
C -0.736 -1.066 -3.098 -0.07 0.03 0.01 -1.65
C 0.229 1.032 -2.101 -0.13 0.30 0.25 -0.97
C 0.119 2.202 -1.342 0.26 -0.46 -0.14 1.09
C 1.291 3.115 -1.168 -0.01 0.01 0.04 -1.75
C -1.152 2.540 -0.803 -0.31 -0.30 0.11 -0.73
H -3.672 3.049 -0.011 0.01 0.00 0.00 0.42
H -4.420 1.634 -0.775 0.01 0.00 0.00 0.41
H -3.975 3.036 -1.750 -0.01 0.01 0.02 0.42
H -3.032 0.025 -2.042 0.02 -0.03 0.02 0.69
H -0.799 -0.790 -4.152 0.01 -0.02 -0.01 0.39
H -1.532 -1.779 -2.892 -0.01 0.01 0.00 0.38
H 0.225 -1.551 -2.929 0.01 0.01 -0.02 0.35
H 1.199 0.746 -2.488 -0.01 -0.07 0.03 0.46
H 1.275 3.619 -0.203 -0.01 0.02 0.00 0.38
H 1.230 3.885 -1.941 0.00 0.01 0.01 0.49
H 2.236 2.589 -1.291 0.00 0.00 0.00 0.34
H -1.234 3.436 -0.200 -0.03 -0.01 0.02 0.57
O -2.160 0.926 3.555 -0.03 0.05 0.08 -0.57
Cl -2.308 0.041 2.478 0.44 0.30 -0.78 1.99
O -3.237 -0.986 2.677 -0.11 -0.13 -0.02 -0.59
O -2.602 0.798 1.199 0.03 -0.29 0.66 -0.75
O -0.960 -0.518 2.074 -0.26 -0.16 0.32 -0.53
```
Forces are in eV/Å.


- The highest net charge belongs to which entry?
  C27H24ClN3O4W


- Which value of spin multiplicity does entry 1 give?
  1